Entry 1:
Molecular formula: C3H7FO3
Method: DFT, ωB97M-V with the def2-TZVPD basis set

Summary:
Total energy (Eh): -444.06581
Molar mass (g mol⁻¹): 110.1
SMILES: C[C@H](F)C(O)(O)O
Energy relative to the best compared isomer or geometry (same formula, charge and spin) (eV): 0.876
HOMO-LUMO gap (eV): 11.608

ORCA input file:
```
! wB97M-V def2-TZVPD RIJCOSX def2/J DEFGRID3
* xyz 0 1
F 0.61 -1.92 -0.08
H 1.32 1.31 -0.51
H -2.13 -1.58 0.77
O -1.46 0.71 0.87
H -0.79 -0.16 -1.94
C 0.47 -0.59 0.37
H 2.10 -0.15 -1.06
H -2.24 1.08 0.51
O -1.75 -1.28 -0.08
H 0.60 -0.67 1.48
O -1.22 0.36 -1.28
H 2.52 0.10 0.58
C -1.02 -0.19 -0.06
C 1.62 0.28 -0.12
*
```


Entry 2:
Molecular formula: C6H10O
Method: DFT, ωB97M-V with the def2-TZVPD basis set

Summary:
Total energy (Eh): -309.39049
Molar mass (g mol⁻¹): 98.1
Energy relative to the best compared isomer or geometry (same formula, charge and spin) (eV): 4.210
HOMO-LUMO gap (alpha / beta) (eV): 6.657 / 6.684

ORCA input file:
```
! wB97M-V def2-TZVPD RIJCOSX def2/J DEFGRID3
* xyz 1 2
H -1.77 2.95 0.35
C 0.53 0.42 0.63
H -2.33 2.65 -1.89
H 1.50 -6.28 -0.39
C -0.90 1.14 -1.17
O 2.06 -5.51 -0.54
H 1.23 0.10 -0.13
C -0.59 1.26 0.21
H 2.91 -5.79 -0.18
C 0.85 0.19 1.91
H -0.75 0.17 -1.64
C -1.32 2.24 -1.96
C -1.24 2.22 0.96
H -0.65 2.80 -2.59
H -1.50 2.08 2.00
H 1.32 -0.70 2.28
H 0.38 0.85 2.64
*
```


Entry 3:
Molecular formula: C22H31F2IN3O14P3S2
Method: DFT, ωB97M-V with the def2-TZVPD basis set

Summary:
Total energy (Eh): -4392.24033
Molar mass (g mol⁻¹): 883.5
HOMO-LUMO gap (eV): 6.876

ORCA input file:
```
! wB97M-V def2-TZVPD RIJCOSX def2/J DEFGRID3
* xyz 0 1
H -0.54 -5.11 -2.48
H 0.74 2.08 -2.55
C -3.33 4.23 -1.45
N 3.46 -0.90 0.61
H 2.62 2.93 0.63
C -0.72 -2.21 1.16
O -3.71 -0.19 0.72
C 1.51 0.71 -0.01
C -2.25 2.14 -0.99
O -1.30 0.70 -2.57
I -2.13 -4.76 0.07
C 0.36 -4.50 -2.58
H 0.34 3.72 -1.22
H 2.35 2.57 -3.21
H 4.57 -3.55 0.95
O -0.36 -2.28 -1.75
H 1.59 -1.82 -1.42
O 0.80 1.83 0.44
O -1.00 0.16 -0.35
H 0.68 -0.78 -2.61
S -6.66 -0.35 -0.75
C 1.20 4.05 -0.63
C -0.06 -3.06 -2.87
C -1.46 0.94 -1.41
O -7.61 -0.27 -1.81
H -3.88 3.33 1.74
S -4.27 -1.23 -0.11
H 4.71 1.20 -1.22
H -4.45 5.16 0.16
H 2.06 4.04 -1.32
C 0.64 1.20 3.30
H -3.62 5.03 -2.14
C -3.82 4.32 -0.16
H -1.61 -1.91 0.59
H 3.20 -1.53 -0.14
C 0.32 -0.28 -0.49
H -2.54 1.45 1.05
H -2.23 3.12 -2.90
P 3.44 -3.39 2.73
C 2.34 -0.08 1.07
H 0.96 -4.50 -1.65
H -0.13 1.87 2.92
H 0.28 0.33 3.87
C -3.50 3.30 0.72
C -0.42 -3.68 0.82
F -7.16 -1.65 0.04
C 2.98 0.72 2.23
C 0.66 -1.28 -1.63
O 3.19 -4.55 3.57
H -0.98 -2.11 2.22
H 4.28 -0.34 0.39
H 0.74 -2.85 3.42
F -2.99 -1.64 -1.00
H 0.97 -4.88 -3.40
O -4.57 -2.47 0.55
C 0.38 -1.23 0.76
C 1.71 1.74 -2.90
O 0.62 -4.24 0.93
H 3.64 0.08 2.83
C 1.54 3.05 0.51
H 1.20 3.55 1.43
O -0.15 -2.66 -4.00
H 3.64 1.50 1.82
O 3.96 1.81 -1.23
O -6.71 0.67 0.24
H 1.64 1.06 -3.76
H 1.12 5.07 -0.25
O 3.67 -3.83 1.18
O 4.76 -2.62 3.29
H 2.44 2.21 3.81
C -2.73 2.23 0.32
H 5.52 -2.85 2.74
C -2.57 3.16 -1.86
N -5.23 -0.78 -1.26
P 1.80 -1.99 3.06
P 2.62 0.83 -1.55
N 1.39 -1.15 1.55
C 2.01 1.42 3.17
*
```


Entry 4:
Molecular formula: C34H34Br58F14N2O4P
Method: DFT, ωB97M-V with the def2-TZVPD basis set

Summary:
Total energy (Eh): -152758.52130
Molar mass (g mol⁻¹): 5466.0
HOMO-LUMO gap (eV): 5.375

ORCA input file:
```
! wB97M-V def2-TZVPD RIJCOSX def2/J DEFGRID3
* xyz -1 1
N -3.55 -3.17 -2.24
Br 4.57 5.25 1.84
Br 3.24 -2.82 1.70
Br -7.46 -7.03 -4.04
H 0.79 -1.32 -2.26
Br -4.35 -7.97 -9.63
Br 3.64 4.83 -6.61
F 5.60 -1.87 -2.25
Br 1.61 0.72 -5.02
C -3.44 10.78 6.10
Br 1.88 4.83 -3.94
Br -2.24 8.36 -4.18
Br 0.65 2.31 2.24
C 0.86 6.87 7.01
H -2.93 -2.76 -1.53
H -7.93 7.53 -3.64
Br -0.41 -0.11 -7.32
C 2.00 5.41 -5.77
Br 4.31 -2.94 4.71
P -2.85 -4.54 -3.14
H 3.57 7.46 2.31
C 4.25 7.13 1.54
O 0.16 -4.12 -5.55
F 5.06 -3.41 -3.66
H 1.02 -2.96 -1.62
Br -2.35 11.21 4.57
H -0.80 -6.24 -0.91
C 4.59 -2.75 -2.58
Br -3.44 -4.63 8.10
H 1.08 1.87 -7.14
C -6.80 -8.57 0.95
C 3.19 -2.01 3.45
Br 8.29 9.15 7.11
H 1.13 -6.11 -4.07
O -3.09 -5.98 -2.16
C -0.95 -4.25 -3.32
C -4.68 3.68 10.69
C 3.35 -1.84 -2.88
Br 8.13 6.45 5.39
C -0.98 -4.19 -0.31
C 0.82 -2.40 -2.56
Br -3.24 5.77 -5.78
F 4.89 -2.96 -0.23
Br 1.38 -5.89 -9.50
H -0.75 -3.14 -0.55
C 1.79 2.84 0.77
Br -1.09 -3.94 -8.94
C 7.41 8.22 5.66
C -0.57 -2.70 -3.21
H 7.60 8.78 4.76
Br 2.32 6.91 5.75
H -3.25 -6.51 -7.95
Br -5.13 -5.21 -2.86
F 3.19 -4.04 -1.01
C 0.78 -4.06 -9.38
C -0.06 -6.90 1.88
Br 6.10 0.05 0.71
Br -5.06 -7.77 1.27
Br -8.20 -7.66 1.94
H 0.79 -5.36 -0.68
H -2.08 -4.34 -0.28
Br 7.05 11.64 11.26
Br 5.79 12.31 8.39
H -3.17 -6.74 -2.76
C 1.09 -7.39 -2.37
Br 7.10 2.72 -0.73
C 2.07 -2.55 -3.47
Br -7.20 -8.67 -0.93
Br -2.29 4.18 5.02
Br -6.26 4.39 11.54
Br 5.49 8.17 5.91
Br -2.96 1.92 7.18
H -0.81 2.52 6.10
Br -0.82 2.67 -5.76
Br -2.95 -2.71 5.58
H -3.97 3.45 11.48
H 1.18 4.94 -6.31
O 0.46 -8.27 -1.92
H -6.75 -9.58 1.33
F 3.80 -0.92 -3.79
N -0.10 -5.15 -2.57
Br -0.75 7.65 6.28
F -1.30 -5.35 3.20
H 0.91 -3.62 -10.36
C 4.44 -3.69 -1.31
Br -4.17 9.00 5.99
O -1.68 -5.26 -5.48
Br 5.87 8.17 1.73
F 3.11 -1.13 -1.74
Br 3.01 -7.31 -1.96
F 1.17 -6.64 1.42
H -0.93 -3.50 1.77
Br -0.55 -4.50 6.72
F 5.28 -4.74 -1.38
C -1.82 2.44 5.71
Br -4.82 -4.87 -8.96
C -6.95 7.52 -4.09
H 0.58 -4.27 1.23
Br 3.61 -0.12 3.36
F 2.31 -3.89 -3.66
H -1.02 6.30 -4.81
C 0.36 -6.33 -3.29
Br 0.56 5.09 7.69
F 1.78 -1.90 -4.65
Br -5.05 2.02 9.76
F 0.11 -7.32 3.17
C -1.06 -5.67 1.86
H -7.27 -6.00 -1.79
H -1.31 -2.14 -2.58
H 1.15 7.48 7.86
C -2.46 -4.37 6.45
Br -8.17 -4.06 -3.06
C -7.05 -5.62 -2.79
Br -6.42 9.36 -4.35
C -0.52 -4.37 1.21
H -4.35 -3.53 -1.73
Br -2.48 11.05 7.76
Br -5.77 6.59 -2.86
H -2.75 -5.18 5.78
F -2.26 -6.10 1.37
C -4.28 -6.59 -8.27
H -4.28 11.47 6.10
Br 6.80 2.62 2.45
C 0.46 1.36 -6.42
H 2.17 -2.08 3.82
H 8.24 1.28 0.94
Br 3.39 7.47 -0.16
C 7.21 1.62 0.85
Br 1.31 4.58 0.07
H 2.80 2.93 1.16
Br 1.87 -3.03 -8.15
Br 1.83 1.50 -0.62
H 7.14 13.72 9.91
C -2.03 6.46 -4.44
H -0.63 -2.20 -4.21
Br -3.84 4.98 9.53
H -0.50 -6.91 -3.72
Br 8.95 12.43 8.81
C -0.80 -4.53 -4.90
Br -5.31 -7.08 -6.71
Br -2.17 5.49 -2.77
C 7.22 12.67 9.63
F -0.64 -7.92 1.20
Br 1.74 7.33 -5.93
Br -7.12 6.58 -5.77
C -0.24 -5.29 -1.13
Br -1.78 1.11 4.31
*
```